A cluster of 6 separate species, C24H44Cl2N8 in total, computed with ωB97M-V/def2-TZVPD.

Last column: Mulliken charge in e.
Positions of all 78 atoms, in Å:
C: 3.656 7.103 2.215  -1.18
C: 2.600 6.023 2.077  -0.52
N: 3.108 4.868 1.305  0.23
C: 3.526 4.867 -0.022  -0.38
C: 3.848 3.565 -0.237  -0.48
N: 3.707 2.826 0.911  0.27
C: 3.211 3.648 1.844  -0.29
C: 4.211 1.488 1.163  -0.81
H: 4.557 6.813 2.750  0.33
H: 3.172 7.946 2.711  0.39
H: 3.916 7.467 1.221  0.36
H: 1.820 6.421 1.424  0.32
H: 2.146 5.725 3.018  0.40
H: 3.577 5.751 -0.630  0.48
H: 4.356 3.074 -1.053  0.49
H: 2.989 3.447 2.877  0.36
H: 4.765 1.477 2.100  0.35
H: 4.805 1.077 0.353  0.35
H: 3.327 0.862 1.283  0.26
C: -2.053 -1.018 4.301  -1.21
C: -3.449 -1.090 3.666  -0.24
N: -3.645 0.112 2.788  0.27
C: -4.544 0.239 1.764  -0.70
C: -4.561 1.502 1.319  -0.38
N: -3.657 2.189 2.072  0.18
C: -3.168 1.358 3.014  -0.27
C: -3.383 3.618 2.040  -0.76
H: -1.950 -1.897 4.935  0.39
H: -1.931 -0.168 4.973  0.39
H: -1.307 -0.910 3.516  0.27
H: -4.167 -1.061 4.484  0.30
H: -3.647 -1.950 3.035  0.34
H: -5.219 -0.518 1.395  0.60
H: -5.119 1.967 0.522  0.48
H: -2.317 1.530 3.651  0.37
H: -3.166 3.988 3.041  0.40
H: -4.172 4.163 1.537  0.32
H: -2.435 3.750 1.515  0.20
C: 0.333 2.475 -0.104  -0.87
C: 0.533 1.053 0.392  -0.03
N: -0.417 0.031 -0.052  0.75
C: -0.240 -1.309 0.192  -0.26
C: -1.346 -1.919 -0.323  -1.36
N: -2.105 -0.965 -1.000  0.43
C: -1.476 0.199 -0.833  0.07
C: -3.372 -1.099 -1.707  -0.78
H: 0.541 2.529 -1.171  0.44
H: 0.908 3.189 0.482  -0.09
H: -0.685 2.857 0.029  0.10
H: 0.459 1.034 1.483  0.28
H: 1.521 0.717 0.071  -0.06
H: 0.558 -1.786 0.736  0.60
H: -1.711 -2.931 -0.261  0.55
H: -1.919 1.107 -1.213  0.03
H: -3.390 -1.834 -2.509  0.28
H: -3.494 -0.127 -2.189  0.35
H: -4.149 -1.330 -0.984  0.25
C: 1.512 -8.202 -2.951  -1.08
C: 1.351 -7.318 -4.186  -0.41
N: 1.052 -5.953 -3.824  0.18
C: 1.968 -5.148 -3.198  -0.59
C: 1.411 -3.924 -2.976  -0.23
N: 0.163 -3.986 -3.550  0.27
C: -0.050 -5.216 -4.042  -0.02
C: -0.612 -2.758 -3.658  -0.85
H: 1.910 -9.175 -3.240  0.36
H: 0.580 -8.443 -2.437  0.32
H: 2.180 -7.779 -2.202  0.36
H: 0.502 -7.649 -4.786  0.26
H: 2.256 -7.366 -4.788  0.32
H: 2.940 -5.518 -2.922  0.47
H: 1.907 -3.036 -2.608  0.31
H: -0.885 -5.626 -4.585  0.38
H: -0.598 -2.329 -4.660  0.30
H: -0.209 -1.996 -2.998  0.17
H: -1.637 -3.053 -3.428  0.38
Cl: 3.373 -1.006 -1.247  -0.78
Cl: -3.069 3.337 -1.628  -0.68

* orbital gap: 7.25 eV
* total charge: +2
* E_HOMO: -11.7231 eV
* calculated total energy: -2298.806059 a.u.
* energy relative to the best compared isomer or geometry (same formula, charge and spin): 0.00 kcal per mole
* max |F|: 1.918 eV/Å